# 1
{"formula": "C11H10BBrF9O11S", "method": "ωB97M-V/def2-TZVPD", "multiplicity": 1, "charge": -1, "e_lumo_ha": 0.08159, "homo_lumo_gap_ha": 0.29564, "homo_ev": -5.8, "symbols": ["O", "S", "O", "C", "O", "B", "Br", "O", "C", "O", "C", "F", "F", "C", "F", "F", "C", "F", "F", "F", "H", "H", "H", "H", "C", "C", "O", "C", "O", "O", "F", "H", "H", "H", "C", "C", "O", "C", "O", "O", "F", "H", "H", "H"], "positions_angstrom": [[-2.68108, 2.50745, -3.64883], [-1.72964, 1.63089, -2.85415], [-1.50607, 2.36905, -1.54612], [-2.60520, 0.01054, -2.61399], [-2.94343, -0.71359, -3.79923], [-3.78774, -1.81116, -3.22725], [-2.50217, -3.39041, -3.30352], [-4.26518, -1.39728, -1.87182], [-4.09139, 0.04827, -1.94987], [-4.17950, 0.75988, -0.71244], [-0.17159, 1.52238, -3.87744], [-0.37882, 0.61496, -4.91631], [0.01161, 2.80940, -4.44771], [1.16106, 1.20475, -3.06198], [2.15454, 0.90409, -4.03546], [1.66844, 2.30488, -2.35177], [1.08950, -0.06548, -2.10245], [0.33780, -1.11859, -2.59036], [0.70825, 0.27059, -0.79674], [2.41280, -0.55216, -1.98251], [-2.01482, -0.51699, -1.79754], [-4.78846, -2.09645, -3.79936], [-4.95295, 0.31897, -2.66004], [-5.10091, 0.73734, -0.37577], [0.04301, 1.31909, 2.17254], [-1.23248, 1.29098, 2.95365], [-1.02408, 0.23029, 3.86862], [0.31861, 0.18983, 4.08131], [0.83839, -0.39233, 4.98835], [0.99987, 0.89834, 3.14070], [-2.28164, 0.97858, 2.16246], [0.04043, 0.61711, 1.33640], [0.27829, 2.31404, 1.79397], [-1.44549, 2.21300, 3.50232], [3.53768, -1.38509, 4.16316], [3.78010, -2.38318, 3.07555], [4.72259, -1.73184, 2.24624], [5.42920, -0.90911, 3.07158], [6.47316, -0.40609, 2.78409], [4.80196, -0.73729, 4.26722], [2.65288, -2.60582, 2.35742], [2.77607, -0.65227, 3.89889], [3.25868, -1.85510, 5.10627], [4.19184, -3.33592, 3.42121]], "atomic_forces_ev_per_a": [[2.7, -2.8, 0.7], [-5.6, 5.9, 1.4], [1.1, -3.2, -2.7], [-1.4, -1.2, 0.4], [1.0, 1.4, 1.9], [-0.7, 0.0, 0.1], [0.2, -0.8, 0.4], [1.5, 2.0, 0.2], [-1.1, -0.7, 0.1], [-0.2, -1.0, -0.8], [0.9, 0.9, -1.8], [0.7, 1.6, 2.2], [-0.4, -2.6, 1.2], [1.8, 0.3, -1.0], [-1.9, 0.5, 1.7], [-1.5, -2.2, -1.3], [1.8, -1.8, 1.4], [1.2, 2.6, 1.0], [0.3, -0.7, -2.9], [-2.6, 1.0, -0.2], [-0.3, 0.3, -1.2], [0.0, -0.1, -0.9], [1.7, 0.6, 0.6], [0.8, -0.2, -0.6], [0.4, 0.5, -0.9], [-0.8, -0.2, -0.5], [0.7, 0.4, 0.2], [0.4, -0.6, 0.6], [-0.4, 0.3, -0.5], [-0.3, -0.3, 0.7], [0.0, 0.1, 0.2], [-0.3, 0.0, 0.2], [0.1, -0.1, 0.1], [-0.1, -0.1, 0.0], [-0.4, 0.1, 0.7], [-0.5, -0.1, -0.5], [0.2, -0.1, 0.7], [1.0, 0.8, -0.1], [-0.7, -0.3, 0.1], [0.4, -0.3, -0.6], [0.0, -0.2, -0.1], [0.1, -0.2, -0.1], [0.2, 0.2, 0.0], [-0.1, 0.0, -0.2]]}



# 2
{"formula": "C11H10BrDyNO", "method": "ωB97M-V/def2-TZVPD", "multiplicity": 6, "charge": -1, "e_lumo_ha": [0.02788, 0.09966], "homo_lumo_gap_ha": [0.14274, 0.23248], "de_lowest_kcal_mol": 88.8, "homo_ev": [-3.1, -3.6], "symbols": ["C", "C", "C", "H", "C", "C", "H", "H", "H", "H", "Dy", "Br", "C", "C", "C", "H", "C", "C", "H", "H", "H", "H", "O", "C", "N"], "positions_angstrom": [[-1.95292, -0.84594, 0.92366], [-1.77978, -1.36819, 2.24347], [-1.92589, -0.26157, 3.13957], [-1.56521, -2.41327, 2.53314], [-2.07705, 0.95742, 2.39134], [-2.12072, 0.57678, 1.00194], [-2.19747, 1.27567, 0.15672], [-1.95504, -1.44682, 0.00879], [-1.96568, -0.34964, 4.22019], [-2.04775, 1.98441, 2.80160], [0.18238, 0.21991, 1.76504], [1.33793, -1.01280, -0.30800], [2.77762, 0.68162, -3.13941], [1.67646, 1.47322, -3.57284], [0.68105, 0.59422, -4.09611], [1.60929, 2.56728, -3.52445], [1.16977, -0.73918, -3.98469], [2.46688, -0.68681, -3.39514], [3.11110, -1.54667, -3.17688], [3.70802, 1.05501, -2.69475], [-0.28581, 0.89320, -4.52062], [0.64706, -1.64878, -4.30575], [0.01075, 0.00592, 6.35239], [0.16961, 0.01886, 5.18710], [0.32541, 0.01613, 3.99370]], "atomic_forces_ev_per_a": [[-0.8, 0.3, -0.2], [-1.0, 0.9, 0.1], [-1.4, 0.1, -0.6], [-0.3, 0.8, -0.3], [-0.9, -1.1, 0.1], [-0.7, -0.5, 0.0], [0.0, -0.5, 0.4], [0.2, 0.4, 0.4], [0.1, 0.1, -0.4], [-0.3, -0.8, -0.3], [2.3, 0.5, 0.3], [0.7, -0.6, -0.8], [0.6, -2.3, -0.1], [-3.0, -0.4, -1.4], [0.9, 2.9, 0.6], [0.0, -0.6, 0.0], [1.6, -0.7, 0.5], [0.2, 0.5, -0.3], [-0.5, 0.5, 0.0], [-0.5, -0.2, -0.2], [0.6, -0.1, 0.3], [0.3, 0.5, 0.2], [-0.4, 0.0, 1.7], [1.0, 0.0, -3.0], [1.4, 0.2, 2.9]]}



# 3
{"formula": "C11H10BrMgN5O3", "method": "ωB97M-V/def2-TZVPD", "multiplicity": 1, "e_lumo_ha": 0.00665, "homo_lumo_gap_ha": 0.28740, "homo_ev": -7.6, "symbols": ["Mg", "O", "C", "C", "C", "N", "C", "Br", "C", "H", "H", "H", "H", "N", "C", "O", "C", "C", "H", "H", "H", "H", "H", "H", "O", "N", "C", "C", "N", "C", "N"], "positions_angstrom": [[0.49995, -0.34897, 0.07020], [-3.59560, 3.92771, -1.86504], [-2.79251, 2.90333, -1.51823], [-3.27415, 1.65580, -1.13012], [-2.36501, 0.68099, -0.79254], [-1.04067, 0.87933, -0.82644], [-0.61160, 2.07944, -1.19960], [1.26987, 2.28391, -1.20344], [-1.42426, 3.13031, -1.55786], [-4.52170, 3.66164, -1.80374], [-4.33715, 1.45298, -1.09002], [-2.68539, -0.30408, -0.47518], [-1.02713, 4.08924, -1.85505], [4.02476, -0.74532, 2.02001], [2.75231, -0.68246, 1.61727], [2.47877, -0.80527, 0.40443], [1.67819, -0.44729, 2.65543], [0.54375, 0.41822, 2.07038], [4.75158, -0.92478, 1.34775], [4.25983, -0.62521, 2.98825], [2.15285, -0.07952, 3.57378], [1.29134, -1.44777, 2.88652], [0.81581, 1.47644, 2.18625], [-0.36051, 0.26737, 2.66694], [-0.46445, -2.04790, 0.36305], [-0.38543, -3.24071, -0.08498], [0.17765, -3.40150, -1.26946], [0.63740, -2.21980, -1.93642], [0.85914, -1.10479, -2.13172], [0.29879, -4.71794, -1.82084], [0.39355, -5.76341, -2.28959]], "atomic_forces_ev_per_a": [[0.0, 0.1, 0.2], [-0.1, -0.1, 0.0], [-0.1, 0.1, 0.0], [-0.1, 0.0, 0.0], [0.2, -0.1, 0.0], [-0.1, 0.3, -0.1], [0.0, -0.2, 0.0], [-0.1, 0.1, -0.1], [0.1, 0.0, 0.0], [0.1, 0.0, 0.0], [0.0, 0.0, 0.0], [0.0, 0.0, 0.0], [0.0, 0.0, 0.0], [0.1, -0.1, 0.0], [-0.2, 0.1, -0.2], [0.1, 0.0, 0.3], [-0.1, 0.1, -0.2], [0.2, 0.1, 0.2], [0.0, 0.0, 0.0], [0.0, 0.0, 0.0], [0.0, 0.0, 0.0], [0.0, 0.0, 0.0], [0.0, 0.0, 0.0], [0.0, 0.0, 0.0], [-0.3, -0.5, 0.1], [0.1, 0.1, -0.2], [0.1, -0.2, -0.2], [-0.2, -0.1, 0.5], [0.1, -0.1, -0.3], [0.0, 0.3, 0.0], [0.0, 0.0, 0.0]]}



# 4
{"formula": "C11H10BrNO2S2", "method": "ωB97M-V/def2-TZVPD", "multiplicity": 1, "e_lumo_ha": 0.00817, "homo_lumo_gap_ha": 0.32360, "de_lowest_kcal_mol": 29.9, "homo_ev": -8.6, "symbols": ["O", "C", "C", "C", "N", "C", "C", "S", "C", "C", "O", "C", "C", "Br", "C", "S", "C", "H", "H", "H", "H", "H", "H", "H", "H", "H", "H"], "positions_angstrom": [[-2.89471, -0.93051, 2.97439], [-2.39150, -0.99897, 1.85059], [-0.96889, -1.27761, 1.75528], [-0.44017, -1.10551, 0.53099], [0.94134, -1.05543, 0.27918], [1.94631, -1.81469, 1.09900], [2.43709, -0.87597, 2.28925], [3.22685, 0.51647, 1.45785], [2.85630, 0.42824, -0.28574], [1.35264, 0.00989, -0.61329], [-1.19948, -0.94468, -0.62505], [-2.55820, -0.96967, -0.44997], [-3.50203, -1.18167, -1.57819], [-2.86538, -1.37878, -3.36772], [-4.73814, -1.01681, -1.10787], [-4.90781, -0.73408, 0.64893], [-3.21919, -0.97505, 0.75322], [-0.39494, -1.33618, 2.69720], [2.80094, -2.11515, 0.47794], [1.41185, -2.78704, 1.25496], [3.16345, -1.47745, 2.92526], [1.57480, -0.37763, 2.76706], [2.95852, 1.43486, -0.68606], [3.64195, -0.19187, -0.84838], [1.23084, -0.31852, -1.62701], [0.66331, 0.83224, -0.38563], [-5.60709, -1.13375, -1.78365]], "atomic_forces_ev_per_a": [[-0.2, 0.4, 0.5], [0.4, -1.2, 4.9], [-0.6, 0.7, -0.7], [2.3, -0.3, -0.1], [-0.6, -1.1, -0.1], [-1.8, 0.6, -0.1], [-0.5, -1.9, -1.4], [1.1, 1.2, 0.6], [-0.6, -1.3, -1.7], [1.3, 0.2, 1.2], [-0.3, -0.3, 1.2], [-1.1, -1.2, -1.4], [2.5, 1.2, 1.2], [-0.5, 0.0, 0.8], [-2.3, -0.2, -0.4], [0.3, -1.0, -1.8], [1.1, 1.1, -3.4], [-0.4, 0.0, -0.9], [-0.2, 0.4, 0.0], [0.6, 0.9, 1.0], [-1.0, 1.2, -0.5], [0.5, -1.0, 0.4], [0.2, 0.1, 0.3], [-1.4, 0.6, 0.8], [0.2, 0.2, -0.8], [0.5, 0.3, -0.4], [0.4, 0.3, 0.9]]}



| no. | electronic energy (hartree) |
| --- | --- |
| 1 | -5148.7453 |
| 2 | -4014.2522 |
| 3 | -3698.8038 |
| 4 | -4000.7103 |